1.
Computed, not measured: a structure of composition C31H41N8NaOS4SeSi, with ωB97M-V/def2-TZVPD.

Output
Kohn-Sham gap ... 6.71 eV
LUMO energy ... -0.03 eV
Calculated total energy ... -6165.2870 Eh
Relative energy (zero: lowest compared OMol25 entry of this formula, charge and spin) ... 0.277 eV

Each line ends with the Löwdin charge.
Positions of all 88 atoms, in Å:
Na  1.086  0.491  0.875  -0.05
C  3.680  3.206  1.118  -0.54
C  3.621  2.913  2.613  -0.49
S  2.921  1.282  2.990  0.88
C  2.160  1.574  4.613  -0.52
C  1.147  2.713  4.707  -0.53
S  -0.084  2.622  3.386  0.86
C  -0.809  4.271  3.585  -0.52
C  -1.778  4.607  2.457  -0.53
S  -1.206  4.355  0.759  0.85
C  0.226  5.457  0.602  -0.53
C  1.562  4.936  1.115  -0.54
S  2.071  3.392  0.307  0.82
H  4.164  2.396  0.570  0.00
H  4.254  4.121  0.961  0.09
H  3.011  3.661  3.114  0.05
H  4.627  2.967  3.032  0.08
H  2.935  1.732  5.365  0.08
H  1.677  0.623  4.843  0.07
H  1.648  3.681  4.639  0.07
H  0.668  2.666  5.687  0.08
H  0.003  5.001  3.620  0.07
H  -1.346  4.330  4.534  0.08
H  -2.121  5.635  2.583  0.08
H  -2.655  3.959  2.514  0.06
H  -0.008  6.412  1.079  0.08
H  0.294  5.643  -0.471  0.07
H  1.518  4.785  2.193  0.03
H  2.323  5.696  0.913  0.09
C  1.265  -4.466  -1.532  -0.07
N  0.953  -3.609  -0.408  -0.13
C  0.767  -2.286  -0.403  -0.20
N  0.399  -1.886  0.799  0.07
C  0.398  -3.044  1.511  -0.21
N  0.707  -4.116  0.818  0.12
C  0.031  -5.103  -2.133  -0.18
C  0.034  -6.446  -2.476  -0.03
C  -1.089  -7.031  -3.049  -0.06
C  -2.228  -6.282  -3.275  -0.02
C  -2.239  -4.933  -2.926  -0.13
C  -1.112  -4.348  -2.362  0.04
C  -3.450  -4.149  -3.149  -0.28
N  -4.576  -4.545  -3.638  0.12
N  -5.413  -3.449  -3.643  0.12
C  -4.737  -2.465  -3.156  -0.29
O  -3.476  -2.833  -2.819  0.13
C  -5.178  -1.088  -2.950  -0.13
C  -6.504  -0.757  -3.222  -0.02
C  -6.935  0.541  -3.029  -0.06
C  -6.053  1.510  -2.566  -0.03
C  -4.731  1.188  -2.301  -0.19
C  -3.770  2.260  -1.837  -0.08
N  -2.892  1.802  -0.781  -0.15
C  -1.603  1.456  -0.849  -0.17
N  -1.187  1.031  0.324  0.06
C  -2.296  1.139  1.098  -0.24
N  -3.353  1.605  0.469  0.13
C  -4.295  -0.117  -2.493  0.04
H  1.952  -5.235  -1.183  0.13
H  1.790  -3.852  -2.266  0.14
H  0.942  -1.671  -1.271  0.08
H  0.150  -3.097  2.558  0.11
H  0.917  -7.045  -2.288  0.12
H  -1.074  -8.081  -3.309  0.11
H  -3.115  -6.723  -3.710  0.12
H  -1.139  -3.301  -2.086  0.12
H  -7.177  -1.527  -3.576  0.12
H  -7.965  0.803  -3.229  0.11
H  -6.400  2.523  -2.403  0.11
H  -4.318  3.126  -1.470  0.13
H  -3.133  2.589  -2.660  0.14
H  -1.008  1.549  -1.744  0.15
H  -2.320  0.885  2.145  0.10
H  -3.269  -0.388  -2.275  0.12
C  5.595  -2.043  -1.093  -0.24
Si  4.742  -0.835  0.076  0.02
C  4.172  -1.835  1.570  -0.23
C  6.060  0.359  0.714  -0.23
Se  3.119  0.264  -0.990  0.25
H  6.450  -2.536  -0.623  0.02
H  5.945  -1.517  -1.984  0.02
H  4.893  -2.812  -1.423  0.01
H  5.029  -2.276  2.088  0.03
H  3.509  -2.651  1.279  0.01
H  3.641  -1.200  2.283  -0.04
H  6.904  -0.181  1.152  0.03
H  5.645  1.009  1.488  0.00
H  6.438  0.989  -0.094  0.03

2.
Computed, not measured: an isolated molecule of C3H7NOS, with ωB97M-V/def2-TZVPD.

Output
SMILES ... C/C(CO)=N/S
Kohn-Sham gap ... 9.70 eV
LUMO energy ... 0.75 eV
Calculated total energy ... -646.6453 Eh
Relative energy (zero: lowest compared OMol25 entry of this formula, charge and spin) ... 1.814 eV

Each line ends with the Löwdin charge.
Positions of all 13 atoms, in Å:
C  1.105  1.299  -0.125  -0.06
C  -0.052  0.389  0.155  -0.45
C  0.332  -1.055  0.615  -0.24
O  0.774  -1.770  -0.543  -0.08
N  -1.234  0.814  -0.170  -0.32
S  -2.504  -0.327  -0.009  0.72
H  1.688  1.502  0.796  0.08
H  0.738  2.279  -0.506  0.08
H  1.837  0.914  -0.894  0.10
H  -0.458  -1.606  1.147  0.09
H  1.276  -1.020  1.223  0.13
H  0.029  -1.811  -1.159  0.08
H  -3.531  0.392  -0.530  -0.14

3.
Computed, not measured: a structure of composition C2H7N4S2, with ωB97M-V/def2-TZVPD.

Output
Net charge ... +1
Kohn-Sham gap (alpha / beta) ... 6.90 / 6.35 eV
LUMO energy (alpha / beta) ... -6.16 / -6.62 eV
Calculated total energy ... -1095.2960 Eh
Relative energy (zero: lowest compared OMol25 entry of this formula, charge and spin) ... 5.651 eV

Each line ends with the Löwdin charge.
Positions of all 15 atoms, in Å:
C  -1.902  0.458  -1.556  -0.05
C  0.448  -0.098  -1.773  0.00
N  0.182  0.041  1.143  0.01
N  -0.690  0.369  0.353  0.13
N  0.603  0.099  2.257  -0.43
N  -0.718  0.074  -0.898  -0.23
S  2.158  -1.427  4.777  0.42
S  1.566  0.785  3.302  0.79
H  -1.686  0.326  -2.671  0.12
H  -2.803  -0.001  -1.065  0.12
H  -2.122  1.564  -1.561  0.11
H  1.071  0.890  -1.831  0.15
H  1.056  -0.838  -1.363  0.07
H  0.190  -0.342  -2.775  0.08
H  2.647  -1.899  3.660  -0.28

4.
Computed, not measured: a structure of composition C15H36AlFN3O10P, with ωB97M-V/def2-TZVPD.

Output
Net charge ... +2
Kohn-Sham gap ... 2.94 eV
LUMO energy ... -11.99 eV
Calculated total energy ... -2192.7289 Eh
Relative energy (zero: lowest compared OMol25 entry of this formula, charge and spin) ... 1.707 eV

Each line ends with the Löwdin charge.
Positions of all 67 atoms, in Å:
Al  -3.434  -15.437  -11.635  1.06
F  -4.129  -15.082  -8.939  -0.45
O  -2.237  -17.621  -10.168  -0.28
P  -1.689  -18.536  -9.145  0.59
N  -2.189  -18.102  -7.545  -0.14
C  -1.423  -18.294  -6.346  -0.05
C  -3.615  -17.766  -7.419  0.00
N  -0.029  -18.542  -9.105  -0.22
C  0.694  -19.582  -9.852  -0.03
C  0.743  -17.401  -8.594  -0.02
N  -2.181  -20.140  -9.255  -0.21
C  -1.911  -21.168  -8.234  -0.03
C  -2.644  -20.637  -10.571  -0.02
H  -0.407  -18.638  -6.520  0.10
H  -1.935  -18.983  -5.666  0.13
H  -1.372  -17.359  -5.774  0.12
H  -3.777  -16.873  -8.042  0.08
H  -3.757  -17.534  -6.362  0.11
H  -4.383  -18.513  -7.636  0.13
H  0.135  -19.838  -10.752  0.09
H  1.636  -19.220  -10.261  0.11
H  0.880  -20.454  -9.225  0.11
H  1.066  -16.883  -9.502  0.12
H  0.265  -16.675  -7.940  0.07
H  1.622  -17.786  -8.075  0.12
H  -2.798  -21.752  -7.991  0.12
H  -1.225  -21.900  -8.675  0.11
H  -1.367  -20.675  -7.434  0.07
H  -2.742  -21.721  -10.559  0.11
H  -1.890  -20.414  -11.325  0.09
H  -3.624  -20.235  -10.829  0.11
C  -3.957  -16.384  -2.065  -0.04
O  -3.603  -15.623  -3.210  0.00
C  -4.570  -15.324  -4.083  -0.63
O  -5.743  -15.580  -3.963  0.13
O  -4.016  -14.762  -5.130  -0.02
C  -4.848  -14.257  -6.183  -0.02
H  -3.120  -16.953  -1.664  0.09
H  -4.766  -17.072  -2.306  0.09
H  -4.260  -15.739  -1.239  0.11
H  -4.235  -13.461  -6.598  0.10
H  -5.737  -13.807  -5.744  0.11
H  -5.072  -15.004  -6.944  0.05
C  1.104  -13.243  -10.700  -0.01
O  0.856  -13.487  -9.318  0.03
C  -0.190  -14.209  -8.973  -0.63
O  -1.075  -14.615  -9.693  0.03
O  -0.203  -14.351  -7.657  0.03
C  -1.362  -14.934  -7.051  -0.01
H  1.540  -14.125  -11.171  0.10
H  1.880  -12.482  -10.719  0.11
H  0.202  -12.900  -11.201  0.10
H  -1.117  -15.043  -5.998  0.11
H  -1.495  -15.944  -7.459  0.04
H  -2.316  -14.446  -7.233  0.08
C  -7.023  -16.455  -8.757  -0.02
O  -7.208  -17.697  -9.410  0.01
C  -6.662  -18.008  -10.550  -0.62
O  -5.653  -17.489  -11.001  0.01
O  -7.266  -18.993  -11.175  0.04
C  -8.499  -19.529  -10.742  -0.03
H  -7.872  -16.229  -8.113  0.11
H  -6.788  -15.608  -9.395  0.10
H  -6.215  -16.519  -8.024  0.06
H  -8.494  -19.813  -9.686  0.10
H  -8.916  -20.349  -11.316  0.10
H  -9.279  -18.763  -10.678  0.11

> The highest calculated total energy belongs to which entry?

C3H7NOS

> Among the records above, which one has the highest calculated total energy?

C3H7NOS

> What is the calculated total energy in the fourth record?

-2192.7289 Eh